The following is a quantum chemistry calculation of a structure of composition C43H31ErIPS, from the OMol25 dataset.

**Energy relative to the best compared isomer or geometry (same formula, charge and spin)**: 0.23 kcal per mole
**Frontier orbital gap (spin up / spin down)**: 4.43 / 3.38 eV
**HOMO (spin up / spin down)**: -5.3715 / -4.4863 eV
**2S+1**: 4
**LUMO (spin up / spin down)**: -0.94 / -1.10 eV

XYZ file:
```
78
Properties=species:S:1:pos:R:3:forces:R:3:mulliken_spin:R:1
Er 0.676914 -0.293222 -1.031314 -0.7892 0.7470 -0.5062 2.826
I -1.826954 -1.040841 0.902543 -0.2087 -0.7092 0.1389 -0.026
C -2.221310 -3.179045 1.337312 -0.5418 1.2868 0.1160 -0.035
C -3.483608 -3.336785 1.887957 1.1940 0.6685 -0.5916 0.012
C -3.926276 -4.591307 2.275332 0.1449 -0.9906 0.0876 0.000
C -3.115128 -5.680214 2.082715 -0.4462 0.4118 0.1437 -0.001
C -1.831526 -5.542116 1.525352 0.1607 0.1566 -0.0801 -0.003
C -1.041980 -6.700819 1.381515 0.6177 0.1078 -0.2425 -0.001
C 0.240532 -6.641212 0.882865 -0.8510 -0.7169 0.3951 0.000
C 0.751664 -5.414982 0.514226 -0.5127 1.4654 0.0131 0.001
C 0.009735 -4.228781 0.638329 0.5829 -0.8636 -0.0019 -0.007
P 0.980043 -2.807439 0.084386 0.5809 -0.7417 -0.4391 -0.098
C 1.360351 -3.314093 -1.657986 -0.3494 0.3812 0.2284 -0.038
C 2.557488 -3.799861 -2.175003 0.1704 0.0503 -0.0164 -0.011
C 2.678998 -4.027369 -3.538348 0.1175 -0.0279 0.1196 0.010
C 1.621882 -3.767361 -4.395043 -0.2217 0.0455 0.0361 -0.009
C 0.407806 -3.332159 -3.882475 0.1428 -0.0187 -0.2550 0.005
C 0.275087 -3.112638 -2.524704 -0.1713 -0.0487 0.3411 0.005
C 2.551814 -2.941837 0.987859 -0.1855 0.3670 0.0120 0.041
C 3.605049 -2.198246 0.459322 -0.1187 -0.2208 -0.2406 0.015
C 4.766880 -2.011494 1.178921 0.0628 0.0161 0.0087 -0.005
C 4.871386 -2.544508 2.454639 -0.0089 0.0016 -0.0435 0.000
C 3.825398 -3.281290 2.987846 0.0753 0.0144 0.1512 -0.001
C 2.659284 -3.475863 2.267540 -0.0574 -0.0372 -0.1946 0.001
C -1.323656 -4.247858 1.142602 0.1689 -0.6469 0.0694 0.003
H -4.118123 -2.476236 2.018007 -0.0853 0.1314 0.0109 -0.003
H -4.896468 -4.698256 2.729768 -0.1811 -0.0450 0.0210 0.000
H -3.439595 -6.668429 2.369399 -0.0757 -0.1061 0.0407 0.000
H -1.473159 -7.642557 1.683139 -0.0260 -0.1421 0.0397 0.000
H 0.839518 -7.536322 0.787468 -0.0117 -0.0229 -0.0153 0.000
H 1.761303 -5.348732 0.127763 -0.0217 -0.0606 0.0011 0.000
H 3.399344 -3.995911 -1.523799 0.0227 0.0325 0.0413 -0.002
H 3.609211 -4.404704 -3.938878 0.0766 0.0013 0.0208 -0.001
H 1.737602 -3.911479 -5.458866 0.0007 -0.0499 -0.0659 -0.001
H -0.428098 -3.158243 -4.540964 -0.1150 0.0546 -0.0514 0.001
H -0.696599 -2.838209 -2.110821 0.1250 0.1462 -0.1610 0.016
H 3.482493 -1.765680 -0.531728 0.1887 -0.0468 0.2821 -0.034
H 5.573504 -1.427733 0.762357 0.0690 0.0747 -0.0455 -0.001
H 5.762655 -2.365836 3.037886 0.0663 -0.0495 0.0412 0.000
H 3.912629 -3.684977 3.984611 -0.0111 -0.0640 0.1079 0.000
H 1.835312 -4.033246 2.691946 -0.0093 -0.0156 0.0687 0.000
C -0.945955 0.192514 -2.538343 2.1695 -0.9678 0.9334 0.103
C -2.143506 0.448116 -2.661063 -1.8293 0.6900 -0.5814 -0.061
C -3.470087 0.826649 -2.848922 1.3227 -0.3843 0.3746 0.127
C -4.051530 1.697847 -1.865377 -0.3389 0.2411 0.4465 -0.016
C -3.229377 2.422410 -0.981227 0.0730 -0.0928 -0.1833 0.081
C -3.767358 3.242132 -0.015563 -0.0817 0.0041 0.1315 -0.024
C -5.144320 3.346084 0.132599 -0.1001 0.0810 0.0685 0.068
C -5.973027 2.621656 -0.713511 -0.0843 0.1510 0.1551 -0.035
C -5.443498 1.817528 -1.700345 0.1903 -0.1531 -0.0446 0.057
C -4.159270 0.321265 -4.011119 -0.1153 -0.1401 -0.3759 -0.010
C -5.114162 1.080707 -4.702662 0.1515 -0.0333 0.0390 0.047
C -5.713606 0.582453 -5.840640 -0.1152 -0.0712 -0.1257 -0.026
C -5.394376 -0.683304 -6.312128 -0.0931 -0.0668 -0.0818 0.048
C -4.453597 -1.447353 -5.635992 -0.0452 -0.0302 -0.1714 -0.025
C -3.831123 -0.948213 -4.512855 -0.0952 0.1845 0.0968 0.034
H -2.151694 2.324019 -1.077631 -0.1227 0.0882 -0.0252 -0.025
H -3.109893 3.802668 0.633635 0.0561 0.0528 0.0819 0.000
H -5.564671 3.975805 0.903227 -0.0378 0.0577 0.0394 0.004
H -7.047326 2.678380 -0.591131 -0.0333 0.0091 -0.0041 -0.002
H -6.102255 1.227777 -2.323269 -0.0190 0.0444 -0.0260 0.002
H -5.338279 2.086646 -4.372231 -0.0280 -0.0326 0.0474 0.001
H -6.436164 1.186726 -6.372637 -0.0250 0.0401 -0.0394 -0.001
H -5.873153 -1.068372 -7.200989 -0.0446 -0.0359 -0.0486 0.003
H -4.211668 -2.441876 -5.985359 0.0407 -0.0521 -0.0743 -0.001
H -3.083024 -1.529049 -3.990458 0.0035 -0.0514 0.0430 0.005
S 2.624247 1.112396 0.066211 -0.5326 -0.0912 0.0285 -0.001
C 3.792157 1.569707 -1.182417 0.1049 -0.0015 -0.0030 0.024
C 3.981703 2.907642 -1.525430 -0.1034 -0.0193 -0.0279 -0.002
C 4.940039 3.257438 -2.461642 0.0253 0.0913 -0.0657 0.001
C 5.743614 2.294111 -3.050768 0.0478 0.0165 -0.0427 -0.002
C 5.577276 0.967964 -2.693099 0.0788 -0.0446 -0.1472 -0.002
C 4.610106 0.609248 -1.773476 -0.0527 -0.0425 0.0116 -0.030
H 3.369354 3.671676 -1.064014 -0.0262 -0.0539 0.0062 0.000
H 5.058723 4.294426 -2.743405 0.0029 0.0736 0.0394 0.000
H 6.490709 2.573583 -3.780308 0.0234 0.0253 -0.0163 0.000
H 6.196092 0.199558 -3.134515 0.0664 -0.0339 -0.0532 0.000
H 4.502603 -0.432295 -1.505042 -0.0017 0.0117 0.0091 -0.004
```
Forces are in eV/Å.


The following is a quantum chemistry calculation of a structure of composition C43H31N9O2Ti, from the OMol25 dataset.

**Energy relative to the best compared isomer or geometry (same formula, charge and spin)**: 62.15 kcal per mole
**Charge**: +2
**Frontier orbital gap**: 4.90 eV
**HOMO**: -12.2330 eV
**LUMO**: -7.33 eV

XYZ file:
```
86
Properties=species:S:1:pos:R:3:forces:R:3:lowdin_charge:R:1
Ti -0.967674 0.491152 -0.190461 -0.2953 0.1380 0.4049 1.213
N 3.783272 -0.030473 -2.390014 -0.0601 0.0047 -0.0213 0.153
C 2.875639 0.882185 -2.038684 0.1148 -0.0668 0.0128 -0.123
N 1.593105 0.767756 -2.205256 -0.0944 -0.0407 0.0438 0.135
C 1.116598 -0.395862 -2.765509 0.0826 -0.2169 -0.2244 -0.298
N -0.162358 -0.616333 -2.905223 0.0336 0.3709 0.2009 0.081
N -0.897463 0.391939 -2.296150 -0.3504 -0.3789 -0.5549 -0.132
C -1.776450 1.001238 -3.003505 0.3274 0.0067 0.1391 -0.002
C -2.322579 2.241421 -2.441647 0.1527 -0.0598 -0.0407 -0.235
C -3.145243 3.086413 -3.163079 0.1565 0.1033 0.2382 0.029
C -3.343377 4.378244 -2.672986 0.0133 -0.1368 -0.0595 -0.004
C -2.730163 4.744183 -1.492366 0.0525 -0.0850 0.1030 -0.009
C -1.972035 3.801938 -0.797278 -0.1205 0.1264 -0.0810 -0.127
N -1.756563 2.579564 -1.259815 -0.0655 -0.4102 -0.0320 0.043
C 2.042111 -1.416962 -3.235281 -0.0049 -0.0022 0.0158 -0.094
C 1.628496 -2.602377 -3.856485 -0.0052 -0.0192 0.0083 -0.008
C 2.558063 -3.538473 -4.242345 0.0814 0.0214 0.0136 -0.045
C 3.922753 -3.314425 -4.015437 -0.0299 0.0498 0.0260 -0.036
C 4.353550 -2.159303 -3.402393 -0.1643 -0.0118 -0.0119 0.006
C 3.401487 -1.214319 -3.018112 0.1981 0.0627 0.0433 -0.173
H 4.762286 0.152603 -2.223283 -0.0293 -0.0231 -0.0091 0.171
H 3.272886 1.776574 -1.570558 -0.0444 0.0341 -0.0201 0.143
H -1.938450 0.698176 -4.036625 -0.0128 0.1344 0.0445 0.158
H -3.576948 2.766202 -4.099759 -0.0119 -0.0316 -0.0400 0.133
H -3.950916 5.082758 -3.223925 -0.0151 0.0131 0.0037 0.131
H -2.837926 5.739484 -1.087299 -0.0012 0.0316 0.0056 0.128
H -1.523807 4.052810 0.155800 -0.0156 0.0021 0.0346 0.124
H 0.575123 -2.765353 -4.029956 -0.0435 0.0214 -0.0019 0.115
H 2.241963 -4.448690 -4.729480 -0.0241 -0.0413 -0.0238 0.117
H 4.647306 -4.052163 -4.328857 0.0224 -0.0352 -0.0070 0.122
H 5.404713 -1.981469 -3.222282 0.0488 0.0107 0.0057 0.126
O -0.203507 -2.295552 5.661256 -0.1525 -0.1463 -0.1330 0.023
C -0.406901 -1.106596 5.411948 0.4080 -0.2530 0.4218 -0.689
O -0.003058 -0.053860 5.933642 -0.0946 0.2961 -0.1740 0.000
C -1.202591 -0.844006 4.128649 -0.3547 0.1490 -0.3250 -0.045
C -1.328390 -1.821738 3.139652 0.2122 0.0343 -0.0106 0.100
C -1.642460 -1.414957 1.865236 0.0936 -0.0079 0.0201 -0.194
N -1.860425 -0.112639 1.574830 -0.1476 0.1295 0.0810 -0.008
C -2.095816 0.754598 2.588724 0.0574 -0.0009 0.1638 -0.202
C -1.743307 0.418794 3.875273 0.0522 -0.0471 -0.0026 0.069
C -2.850859 1.963218 2.199882 0.0239 0.0448 0.1501 -0.217
C -3.137274 2.986623 3.098366 -0.0272 -0.0769 -0.1536 0.023
C -4.088645 3.924969 2.737173 -0.0164 -0.0115 -0.0407 -0.017
C -4.714289 3.807747 1.503395 0.0366 -0.0173 0.0170 -0.027
C -4.302074 2.799672 0.647115 -0.0022 0.0191 -0.0217 -0.135
N -3.375089 1.902050 0.971991 -0.0323 -0.0157 0.0199 0.094
C -1.803173 -2.254208 0.669114 0.0432 -0.1221 0.0536 -0.201
C -1.935645 -3.627868 0.711083 -0.0295 0.2050 -0.0451 0.045
C -2.222029 -4.300329 -0.467830 -0.0039 -0.0582 0.0092 0.000
C -2.376557 -3.575937 -1.635178 0.0255 0.2000 0.0222 -0.011
C -2.187523 -2.202786 -1.602790 -0.1166 -0.1087 0.0206 -0.089
N -1.897267 -1.542367 -0.477200 0.1333 -0.0705 -0.1098 0.032
H -1.069008 -2.836480 3.413531 -0.0220 -0.0529 -0.0528 0.139
H -1.805071 1.098599 4.713811 -0.0304 0.0918 -0.0162 0.137
H -2.657100 3.023080 4.063542 0.0218 0.0085 0.0725 0.123
H -4.358958 4.716151 3.421690 -0.0198 0.0377 0.0161 0.125
H -5.506241 4.480426 1.209032 -0.0180 0.0367 -0.0110 0.120
H -4.737984 2.697810 -0.340007 -0.0203 0.0137 -0.0212 0.120
H -1.846349 -4.152146 1.649962 0.0094 -0.0189 0.0522 0.133
H -2.344651 -5.374869 -0.465269 -0.0018 -0.0102 -0.0020 0.130
H -2.638400 -4.054054 -2.565925 -0.0094 -0.0233 -0.0534 0.122
H -2.283416 -1.622592 -2.506090 0.0141 -0.0308 0.0080 0.098
C 2.065528 3.552709 2.223525 0.0111 0.0244 -0.0083 -0.006
C 1.596306 2.394390 2.820981 -0.1062 -0.1456 -0.0449 0.013
C 0.773632 1.558926 2.091021 0.0560 0.0227 0.0450 -0.093
N 0.365967 1.848278 0.839480 -0.0806 0.0874 0.1982 -0.039
C 0.853222 2.956440 0.254974 0.0863 0.0298 -0.1051 -0.140
C 1.705246 3.823883 0.911210 -0.0742 -0.0701 -0.1116 -0.021
H 2.715206 4.226330 2.764390 0.0215 0.0230 0.0242 0.129
H 1.855094 2.119101 3.833920 0.0099 -0.0168 0.0288 0.134
H 0.440732 0.616958 2.501866 0.0544 0.0838 0.0452 0.107
H 0.559850 3.119220 -0.774138 0.0826 0.0262 0.0950 0.103
H 2.071577 4.698873 0.394374 0.0068 0.0250 -0.0021 0.123
C 0.588737 -0.666357 0.174527 -0.0306 0.2088 -0.3438 -0.084
C 1.529074 -1.411779 0.390135 -0.0035 -0.0545 -0.0746 -0.005
C 2.618630 -2.295332 0.631293 -0.0358 0.0913 0.1100 -0.239
C 2.859389 -3.369751 -0.229230 -0.0057 -0.0396 -0.0471 -0.031
C 3.916883 -4.222717 0.025946 -0.0078 0.0022 -0.0078 -0.058
C 4.724261 -4.017320 1.137068 0.0337 -0.0123 0.0292 -0.047
C 4.482059 -2.956775 2.000095 -0.0507 0.0236 -0.0290 -0.048
C 3.433888 -2.090373 1.749232 0.0430 -0.0306 0.0274 -0.014
H 2.215306 -3.527096 -1.085150 -0.0110 0.0006 -0.0198 0.110
H 4.107371 -5.057852 -0.632501 0.0039 -0.0364 -0.0359 0.113
H 5.541611 -4.694657 1.339047 0.0334 -0.0310 0.0054 0.117
H 5.101409 -2.812561 2.872448 0.0400 0.0043 0.0457 0.118
H 3.225679 -1.271732 2.425130 -0.0040 0.0179 0.0044 0.119
```
Forces are in eV/Å.


It is found that the maximum force values, taken in the order of the records, are 0.050, 0.015 Eh/bohr.